1.
{
  "formula": "C43H66Cl2N7O4P2SiTl",
  "method": "wB97M-V/def2-TZVPD",
  "species": ["Tl", "C", "O", "C", "C", "O", "C", "C", "O", "C", "H", "H", "H", "H", "H", "H", "H", "H", "H", "H", "H", "H", "H", "H", "C", "P", "C", "N", "C", "C", "C", "C", "C", "C", "N", "C", "P", "C", "C", "C", "C", "C", "C", "C", "C", "C", "H", "H", "H", "H", "H", "H", "H", "H", "H", "H", "H", "H", "H", "H", "H", "H", "H", "H", "H", "H", "H", "H", "H", "H", "H", "H", "H", "H", "C", "Si", "C", "C", "N", "C", "C", "C", "C", "C", "C", "H", "H", "H", "H", "H", "H", "H", "H", "H", "H", "H", "H", "H", "H", "Cl", "C", "C", "C", "C", "C", "Cl", "C", "N", "H", "H", "H", "C", "N", "C", "C", "O", "N", "C", "N", "H", "H", "H", "H", "H", "H", "H"],
  "coordinates": [[-0.818, 1.047, -0.086], [-1.568, 0.127, -4.023], [-1.043, 1.031, -3.073], [-0.479, 2.159, -3.708], [-0.047, 3.193, -2.701], [0.982, 2.679, -1.877], [1.747, 3.655, -1.189], [1.521, 3.570, 0.305], [0.166, 3.808, 0.641], [-0.132, 5.166, 0.872], [-0.786, -0.214, -4.711], [-2.376, 0.591, -4.599], [-1.968, -0.728, -3.484], [-1.228, 2.627, -4.363], [0.376, 1.853, -4.323], [-0.896, 3.515, -2.094], [0.318, 4.062, -3.264], [1.506, 4.658, -1.559], [2.805, 3.468, -1.398], [2.176, 4.285, 0.818], [1.767, 2.574, 0.676], [-1.164, 5.219, 1.218], [0.525, 5.582, 1.644], [-0.039, 5.773, -0.037], [0.882, -1.416, 3.856], [-0.127, -1.854, 2.381], [0.640, -3.561, 2.151], [0.419, -4.374, 3.155], [0.850, -5.658, 3.147], [0.581, -6.512, 4.242], [1.019, -7.804, 4.204], [1.733, -8.296, 3.084], [2.006, -7.489, 2.017], [1.565, -6.149, 2.047], [1.831, -5.290, 1.038], [1.418, -4.048, 1.048], [2.239, -3.876, -0.680], [0.822, -4.878, -1.361], [4.002, -3.741, 0.138], [3.837, -2.626, 1.179], [4.979, -3.238, -0.935], [4.606, -4.987, 0.777], [-1.788, -2.375, 3.109], [-1.794, -2.880, 4.552], [-2.422, -3.400, 2.166], [-2.636, -1.099, 3.068], [1.108, -2.294, 4.461], [0.329, -0.697, 4.464], [1.795, -0.917, 3.534], [0.028, -6.116, 5.084], [0.821, -8.467, 5.036], [2.064, -9.326, 3.080], [2.553, -7.842, 1.151], [0.851, -5.933, -1.108], [0.792, -4.750, -2.440], [-0.060, -4.411, -0.920], [3.249, -1.789, 0.795], [4.834, -2.247, 1.420], [3.389, -2.981, 2.107], [4.717, -2.239, -1.276], [5.026, -3.898, -1.798], [5.976, -3.206, -0.490], [4.075, -5.324, 1.663], [5.625, -4.747, 1.091], [4.664, -5.813, 0.065], [-1.127, -3.723, 4.701], [-2.812, -3.192, 4.806], [-1.516, -2.086, 5.250], [-3.493, -3.469, 2.371], [-2.318, -3.098, 1.121], [-1.987, -4.392, 2.293], [-2.200, -0.319, 3.694], [-3.638, -1.317, 3.449], [-2.744, -0.710, 2.054], [-5.321, 3.684, 0.882], [-4.353, 2.883, -0.545], [-3.240, 4.272, -1.147], [-5.594, 2.519, -1.907], [-3.422, 1.504, -0.146], [-4.020, 0.256, -0.123], [-5.238, -0.017, 0.539], [-5.806, -1.280, 0.548], [-5.194, -2.345, -0.101], [-3.996, -2.109, -0.762], [-3.421, -0.848, -0.767], [-5.957, 4.484, 0.491], [-4.637, 4.141, 1.604], [-5.969, 2.989, 1.421], [-3.769, 5.227, -1.072], [-2.959, 4.133, -2.192], [-2.328, 4.347, -0.551], [-6.154, 3.418, -2.179], [-6.311, 1.750, -1.612], [-5.074, 2.158, -2.798], [-5.743, 0.792, 1.056], [-6.744, -1.433, 1.069], [-5.644, -3.329, -0.101], [-3.504, -2.916, -1.294], [-2.510, -0.685, -1.329], [3.429, -5.415, -3.017], [2.934, -3.924, -3.819], [3.032, -3.942, -5.202], [2.814, -2.791, -5.932], [2.562, -1.611, -5.242], [2.468, -1.615, -3.868], [2.270, -0.102, -3.050], [2.548, -2.784, -3.062], [2.334, -2.698, -1.731], [3.303, -4.867, -5.691], [2.872, -2.801, -7.011], [2.454, -0.671, -5.766], [-3.016, 2.845, 5.440], [-1.948, 2.542, 4.520], [-0.536, 2.474, 4.832], [0.050, 2.046, 3.476], [1.238, 1.921, 3.257], [-0.978, 1.841, 2.599], [-2.102, 2.157, 3.231], [-3.287, 2.087, 2.641], [-2.588, 3.042, 6.419], [-3.712, 2.007, 5.539], [-3.574, 3.734, 5.134], [-0.311, 1.721, 5.593], [-0.122, 3.433, 5.149], [-3.336, 1.854, 1.637], [-4.123, 2.358, 3.125]],
  "lowdin_charge": [0.9161, -0.0904, -0.2965, -0.2223, -0.2035, -0.2426, -0.1780, -0.2156, -0.2844, -0.0999, 0.0898, 0.0950, 0.0800, 0.1329, 0.1147, 0.0920, 0.1355, 0.1224, 0.1338, 0.1319, 0.1075, 0.0846, 0.0934, 0.0922, -0.2661, 1.0462, -0.3605, 0.1148, -0.1955, -0.0037, -0.0709, -0.0689, -0.0072, -0.2021, 0.0215, -0.2709, 0.9358, -0.1774, -0.5899, -0.0876, -0.1097, -0.0851, -0.7135, -0.0982, -0.0961, -0.1219, 0.0381, 0.0253, 0.0324, 0.1134, 0.1049, 0.1055, 0.1174, 0.0426, 0.0290, 0.0519, 0.0870, 0.0954, 0.0728, 0.0792, 0.0315, 0.0854, 0.0618, 0.0866, 0.0806, 0.0464, 0.0851, 0.0723, 0.0862, 0.0602, 0.0702, 0.0577, 0.0943, 0.0529, -0.1915, 0.3537, -0.1601, -0.1657, -0.2122, -0.4384, -0.0671, -0.1003, -0.1230, -0.1169, -0.0939, 0.0275, 0.0116, 0.0120, 0.0356, 0.0241, -0.0004, 0.0277, 0.0245, 0.0272, 0.0865, 0.0981, 0.0936, 0.1020, 0.0364, 0.7099, -0.5520, -0.1394, -0.1078, -0.1301, -0.5933, 0.7380, -0.4225, -0.1614, 0.0964, 0.0988, 0.0992, -0.0345, -0.0946, -0.0389, -0.5000, 0.0399, 0.0963, -0.4397, 0.2277, 0.0908, 0.0913, 0.0904, 0.1298, 0.1326, 0.0347, 0.0995],
  "lumo_energy_ev": -0.5162,
  "orbital_gap_ev": 6.429,
  "multiplicity": 1,
  "homo_energy_ev": -6.94,
  "de_lowest_kj_mol": 0.0
}

***

2.
{
  "formula": "C43H66CsN4P4Si",
  "method": "wB97M-V/def2-TZVPD",
  "species": ["Cs", "C", "C", "C", "P", "C", "C", "C", "C", "C", "C", "C", "C", "C", "Si", "C", "C", "C", "C", "C", "C", "P", "C", "C", "C", "C", "C", "C", "C", "C", "C", "C", "C", "C", "P", "C", "C", "C", "C", "C", "C", "H", "H", "H", "H", "H", "H", "H", "H", "H", "H", "H", "H", "H", "H", "H", "H", "H", "H", "H", "H", "H", "H", "H", "H", "H", "H", "H", "H", "H", "H", "H", "H", "H", "H", "H", "H", "H", "H", "H", "H", "H", "H", "H", "H", "H", "H", "H", "H", "H", "H", "H", "H", "H", "H", "N", "C", "C", "N", "C", "N", "C", "N", "C", "P", "C", "C", "H", "H", "H", "H", "H", "H", "H", "H", "H", "H", "H", "H"],
  "coordinates": [[0.084, 1.405, 0.078], [3.978, -2.323, -0.701], [3.882, -1.790, 0.728], [4.671, -2.684, 1.682], [2.050, -1.409, 0.974], [1.855, -1.008, 2.818], [2.795, 0.146, 3.158], [1.902, -2.087, 3.894], [1.283, -3.055, 0.794], [1.625, -4.177, 1.546], [0.949, -5.370, 1.364], [-0.056, -5.458, 0.414], [-0.353, -4.358, -0.369], [0.306, -3.147, -0.196], [-0.019, -1.573, -1.234], [-1.751, -1.987, -1.930], [-2.031, -2.547, -3.169], [-3.332, -2.703, -3.612], [-4.386, -2.274, -2.820], [-4.131, -1.697, -1.590], [-2.822, -1.547, -1.147], [-2.329, -0.884, 0.474], [-2.576, -2.497, 1.421], [-4.025, -2.928, 1.622], [-1.805, -2.494, 2.736], [-3.853, 0.119, 0.976], [-3.926, 1.317, 0.032], [-3.696, 0.594, 2.417], [0.965, -2.089, -2.801], [1.376, -3.388, -3.067], [1.904, -3.749, -4.291], [2.019, -2.799, -5.292], [1.659, -1.488, -5.037], [1.161, -1.119, -3.789], [0.795, 0.599, -3.293], [2.398, 1.526, -3.682], [3.205, 1.468, -2.382], [3.308, 1.103, -4.832], [-0.384, 1.288, -4.600], [-1.742, 0.646, -4.325], [-0.072, 1.207, -6.091], [5.014, -2.348, -1.041], [3.397, -1.699, -1.379], [3.571, -3.332, -0.756], [4.337, -0.785, 0.751], [4.367, -3.723, 1.589], [4.556, -2.370, 2.717], [5.733, -2.627, 1.432], [0.829, -0.609, 2.820], [3.814, -0.215, 3.289], [2.488, 0.634, 4.083], [2.792, 0.892, 2.361], [2.899, -2.504, 4.018], [1.211, -2.894, 3.665], [1.606, -1.649, 4.848], [2.415, -4.138, 2.278], [1.203, -6.235, 1.964], [-0.593, -6.389, 0.273], [-1.112, -4.436, -1.139], [-1.214, -2.877, -3.797], [-3.529, -3.160, -4.574], [-5.406, -2.391, -3.163], [-4.969, -1.350, -0.999], [-2.091, -3.228, 0.760], [-4.546, -2.266, 2.310], [-4.048, -3.933, 2.043], [-4.555, -2.948, 0.672], [-2.214, -1.775, 3.442], [-0.765, -2.244, 2.542], [-1.841, -3.484, 3.194], [-4.779, -0.461, 0.888], [-3.094, 1.996, 0.221], [-4.853, 1.873, 0.183], [-3.880, 0.994, -1.008], [-2.717, 1.051, 2.563], [-3.796, -0.234, 3.115], [-4.459, 1.335, 2.662], [1.259, -4.143, -2.301], [2.198, -4.776, -4.476], [2.396, -3.079, -6.268], [1.764, -0.763, -5.828], [2.071, 2.564, -3.844], [3.360, 0.430, -2.089], [2.680, 1.986, -1.586], [4.178, 1.942, -2.510], [3.654, 0.081, -4.690], [4.183, 1.756, -4.849], [2.825, 1.179, -5.803], [-0.436, 2.352, -4.317], [-1.711, -0.413, -4.572], [-2.525, 1.118, -4.920], [-2.005, 0.733, -3.270], [-0.063, 0.175, -6.430], [0.878, 1.676, -6.329], [-0.851, 1.732, -6.647], [1.237, 3.673, -0.318], [0.837, 4.262, 0.604], [-0.165, 5.198, 5.271], [0.767, 5.646, 4.249], [0.205, 6.808, 3.586], [-1.126, 6.599, 3.045], [-1.988, 6.116, 4.111], [-1.499, 4.925, 4.776], [-1.461, 3.815, 3.827], [-0.326, 4.020, 2.209], [1.084, 4.599, 3.297], [-1.100, 5.702, 1.905], [-0.238, 5.991, 6.029], [0.233, 4.294, 5.744], [0.874, 7.108, 2.773], [0.148, 7.621, 4.321], [-2.978, 5.913, 3.694], [-2.073, 6.916, 4.860], [-2.495, 3.621, 3.504], [-1.125, 2.922, 4.372], [1.886, 4.964, 2.642], [1.462, 3.735, 3.859], [-2.136, 5.553, 1.566], [-0.533, 6.187, 1.099]],
  "lowdin_charge": [0.7749, -0.1325, -0.5385, -0.1124, 1.0015, -0.5514, -0.1314, -0.1163, -0.3903, -0.1107, -0.0897, -0.0856, -0.1278, -0.3430, 0.4451, -0.3263, -0.1149, -0.0963, -0.0971, -0.1117, -0.3996, 0.9671, -0.5205, -0.1061, -0.1085, -0.5660, -0.1298, -0.1239, -0.3306, -0.1052, -0.0890, -0.0953, -0.1130, -0.3746, 1.0144, -0.5261, -0.1450, -0.1266, -0.5424, -0.1323, -0.1183, 0.0787, 0.0416, 0.0749, 0.0979, 0.0623, 0.0464, 0.0747, 0.0783, 0.0676, 0.0749, 0.0616, 0.0601, 0.0501, 0.0778, 0.0805, 0.0948, 0.0975, 0.1064, 0.0980, 0.0965, 0.0930, 0.0925, 0.0754, 0.0637, 0.0756, 0.0589, 0.0645, 0.0381, 0.0803, 0.0859, 0.0482, 0.0784, 0.0596, 0.0610, 0.0525, 0.0775, 0.0904, 0.0965, 0.0946, 0.0767, 0.1065, 0.0572, 0.0110, 0.0748, 0.0707, 0.0725, 0.0469, 0.1013, 0.0623, 0.0763, 0.0622, 0.0643, 0.0530, 0.0718, -0.2603, -0.5419, -0.2203, -0.1597, -0.2043, -0.1614, -0.2212, -0.1753, -0.3292, 0.7761, -0.3316, -0.3297, 0.1190, 0.1205, 0.1282, 0.1205, 0.1196, 0.1189, 0.0618, 0.0657, 0.0737, 0.0835, 0.0868, 0.0717],
  "lumo_energy_ev": 2.0552,
  "orbital_gap_ev": 4.946,
  "multiplicity": 1,
  "homo_energy_ev": -2.89,
  "de_lowest_kj_mol": 176.9,
  "total_charge": -1
}

***

| no. | DFT total energy (eV) |
| --- | --- |
| 1 | -120476.4238 |
| 2 | -97202.8609 |